# C15H19N5O10

A molecular structure, C15H19N5O10 at a distorted geometry (wB97M-V/def2-TZVPD, the Open Molecules 2025 dataset).

ORCA input file:
```
! wB97M-V def2-TZVPD RIJCOSX def2/J DEFGRID3
* xyz 0 1
O 2.43409 0.05468 0.41693
O 0.33568 -0.40595 0.84281
O 2.41629 -0.19857 -1.81230
O -2.67337 -4.47703 -0.66507
O -1.98164 3.06523 2.22131
O 6.24791 -0.06587 0.57127
O -1.41639 -3.07704 -1.55337
O 5.71157 -2.16913 0.50080
O -0.77582 1.61010 1.17968
O 0.36541 0.25335 -2.41858
N -1.53535 2.57931 1.19584
N 5.40730 -0.98493 0.47570
N -1.74359 -3.65565 -0.57279
N 1.21073 -0.53325 -2.03415
N 1.22166 0.33874 0.35688
C 0.81921 1.64234 -0.26532
C 0.86735 -1.92238 -1.67976
C -0.80562 -3.75247 2.96847
C -3.20890 4.37701 -2.33238
C -0.53791 -2.08094 0.84464
C 3.95119 -0.63035 0.48422
C -1.82022 2.60619 -1.28378
C -2.64708 4.50503 -0.02303
C -0.13847 -2.51802 3.12940
C -3.30882 5.02784 -1.11736
C -1.19217 -3.26708 0.69055
C -2.52761 3.19448 -2.40184
C -1.27370 -4.11649 1.80300
C -1.95704 3.27011 -0.06844
C 0.03768 -1.73475 1.99583
H 0.08588 1.31059 -1.00035
H 3.48465 -1.07864 1.36142
H -0.90646 -4.46514 3.77366
H 3.60502 -1.16778 -0.39863
H 1.63590 2.11586 -0.81018
H 3.70085 0.42830 0.41564
H 1.56142 -2.53654 -2.25351
H -0.08431 -2.18646 -2.14095
H -2.83894 5.01618 0.90880
H -2.50690 2.73498 -3.37899
H 0.86926 -2.14435 -0.61260
H -3.94361 5.88915 -0.97044
H 0.33220 2.29072 0.46305
H -0.43055 -1.48052 -0.04663
H 0.55202 -0.78706 2.05701
H 0.22898 -2.07870 4.04503
H -3.75174 4.72088 -3.20041
H -1.65505 -5.12167 1.70012
H -1.42078 1.60576 -1.36116
*
```

Relative energy (zero: lowest compared OMol25 entry of this formula, charge and spin) ... 1418.3 kJ/mol
Lowest unoccupied orbital energy ... -1.40 eV
Electronic energy ... -1608.12789 Eh

Charges in e, computed with Mulliken, in the same order as the atoms:
1. O -0.46
2. O -0.35
3. O -0.59
4. O -0.60
5. O -0.59
6. O -0.57
7. O -0.62
8. O -0.57
9. O -0.60
10. O -0.63
11. N 1.01
12. N 0.85
13. N 0.95
14. N 1.07
15. N 1.01
16. C -0.46
17. C -0.81
18. C -0.46
19. C -0.44
20. C 0.21
21. C -0.75
22. C 0.38
23. C -0.67
24. C -1.32
25. C -0.37
26. C -1.23
27. C -0.66
28. C -0.72
29. C 0.23
30. C -0.14
31. H -0.47
32. H 0.25
33. H 0.39
34. H 0.18
35. H 0.18
36. H 0.39
37. H 0.32
38. H 0.52
39. H 0.40
40. H 0.40
41. H 0.48
42. H 0.40
43. H 0.75
44. H 1.42
45. H 0.80
46. H 0.44
47. H 0.37
48. H 0.42
49. H 0.28